Record 1
{
  "formula": "C8H12Cl2GdO",
  "method": "ωB97M-V with the def2-TZVPD basis set",
  "multiplicity": 8,
  "charge": -1,
  "molar_mass_g_mol": 352.3,
  "largest_force_ev_per_a": 7.982,
  "energy_ha": -2073.32322,
  "s_squared": 16.060,
  "relative_energy_kcal_mol": 15.5,
  "elements": ["Gd", "Cl", "Cl", "C", "H", "H", "C", "C", "H", "C", "H", "C", "H", "H", "C", "H", "H", "C", "H", "H", "H", "H", "O", "C"],
  "positions_angstrom": [[0.860, -0.611, 1.664], [0.694, -3.098, 1.265], [1.476, 0.996, 3.545], [2.501, 0.014, 0.626], [2.923, 1.014, 0.795], [3.060, -0.634, -0.060], [-0.194, 0.974, 0.304], [0.904, 0.414, -0.308], [-0.013, 1.677, 1.135], [0.638, -0.740, -1.340], [1.445, 1.189, -0.874], [-0.501, -0.300, -2.266], [1.563, -0.925, -1.900], [0.390, -1.677, -0.807], [-1.772, -0.005, -1.470], [-0.184, 0.606, -2.799], [-0.695, -1.064, -3.028], [-1.578, 0.962, -0.280], [-2.532, 0.408, -2.144], [-2.172, -0.952, -1.088], [-1.856, 1.983, -0.596], [-2.304, 0.700, 0.510], [-1.572, -0.391, 5.071], [-1.080, -0.539, 4.048]],
  "lowdin_charge": [0.63, -0.26, -0.21, -0.28, 0.01, 0.02, -0.36, -0.56, 0.06, -0.21, 0.11, -0.21, 0.11, 0.03, -0.21, 0.11, 0.10, -0.22, 0.10, 0.11, 0.09, 0.09, 0.03, -0.07]
}


Record 2
{
  "formula": "C21H27N6O3PtS2",
  "method": "ωB97M-V with the def2-TZVPD basis set",
  "multiplicity": 3,
  "charge": -1,
  "molar_mass_g_mol": 670.7,
  "largest_force_ev_per_a": 0.164,
  "energy_ha": -2286.41787,
  "s_squared": 2.038,
  "elements": ["Pt", "N", "N", "H", "H", "H", "H", "C", "C", "C", "C", "C", "C", "C", "C", "N", "H", "H", "H", "H", "H", "H", "C", "C", "C", "C", "C", "C", "C", "C", "N", "H", "H", "H", "H", "H", "H", "S", "C", "N", "C", "C", "C", "N", "H", "H", "H", "H", "H", "H", "H", "H", "C", "S", "O", "O", "O", "H", "H", "H"],
  "positions_angstrom": [[0.331, 0.358, 0.313], [0.247, -0.066, 3.398], [-0.654, -0.198, 2.261], [0.694, 0.838, 3.269], [0.997, -0.727, 3.206], [-1.445, 0.409, 2.460], [-1.016, -1.157, 2.301], [0.819, 2.437, 0.232], [-0.560, 2.611, 0.583], [-1.595, 2.460, -0.387], [-2.918, 2.504, -0.018], [-3.286, 2.737, 1.316], [-2.282, 2.961, 2.278], [-0.961, 2.910, 1.921], [-4.664, 2.773, 1.692], [-5.775, 2.798, 1.997], [1.557, 2.740, 0.968], [1.105, 2.575, -0.804], [-1.321, 2.253, -1.415], [-3.690, 2.355, -0.763], [-2.567, 3.178, 3.300], [-0.193, 3.092, 2.665], [1.442, -1.420, 0.052], [2.786, -1.123, 0.576], [3.677, -0.320, -0.160], [4.917, 0.007, 0.340], [5.319, -0.458, 1.598], [4.456, -1.268, 2.335], [3.214, -1.596, 1.825], [6.609, -0.115, 2.122], [7.645, 0.159, 2.544], [0.979, -2.261, 0.575], [1.453, -1.581, -1.026], [3.352, 0.058, -1.122], [5.591, 0.630, -0.235], [4.770, -1.642, 3.301], [2.559, -2.250, 2.391], [-2.063, -3.298, 2.157], [-2.192, -2.730, 0.559], [-2.975, -1.687, 0.253], [-3.018, -1.042, -1.059], [-2.715, -2.060, -2.142], [-1.429, -2.786, -1.798], [-1.507, -3.305, -0.434], [-3.478, -1.290, 1.028], [-2.285, -0.234, -1.108], [-4.012, -0.612, -1.188], [-2.578, -1.538, -3.087], [-3.540, -2.772, -2.234], [-0.582, -2.108, -1.901], [-1.262, -3.626, -2.472], [-0.865, -4.020, -0.138], [0.552, 1.298, -4.776], [0.179, 0.323, -3.336], [0.356, -1.064, -3.743], [1.147, 0.763, -2.321], [-1.197, 0.669, -2.984], [1.577, 1.092, -5.074], [0.434, 2.350, -4.523], [-0.138, 1.017, -5.569]],
  "lowdin_charge": [0.99, -0.01, -0.15, 0.05, 0.04, 0.07, -0.03, -0.16, -0.39, -0.06, -0.04, -0.25, -0.06, -0.08, -0.21, 0.13, 0.06, 0.05, 0.09, 0.12, 0.12, 0.11, -0.26, -0.32, -0.04, -0.03, -0.26, -0.04, -0.07, -0.21, 0.12, 0.04, 0.04, 0.11, 0.11, 0.11, 0.11, 0.52, -0.90, 0.02, -0.17, -0.16, -0.16, 0.02, 0.12, 0.07, 0.12, 0.11, 0.12, 0.07, 0.13, 0.11, -0.16, 0.37, -0.36, -0.42, -0.38, 0.06, 0.06, 0.06]
}


Record 3
{
  "formula": "C30H34N2OPY",
  "method": "ωB97M-V with the def2-TZVPD basis set",
  "charge": 2,
  "molar_mass_g_mol": 558.5,
  "largest_force_ev_per_a": 1.134,
  "energy_ha": -1727.60129,
  "relative_energy_kcal_mol": 3.0,
  "elements": ["Y", "C", "C", "C", "C", "C", "C", "C", "H", "H", "H", "H", "H", "H", "H", "H", "N", "C", "C", "C", "C", "N", "H", "H", "H", "H", "H", "H", "H", "H", "H", "H", "H", "H", "O", "C", "C", "C", "C", "C", "C", "C", "P", "C", "C", "C", "C", "C", "C", "C", "C", "C", "C", "C", "C", "H", "H", "H", "H", "H", "H", "H", "H", "H", "H", "H", "H", "H", "H"],
  "positions_angstrom": [[-0.098, 0.775, 1.381], [3.160, -0.792, 1.903], [2.493, 0.482, 2.358], [1.853, 0.587, 3.597], [1.248, 1.779, 3.990], [1.265, 2.887, 3.154], [1.912, 2.802, 1.923], [2.510, 1.605, 1.528], [2.869, -1.061, 0.884], [2.940, -1.623, 2.572], [4.243, -0.659, 1.889], [1.853, -0.265, 4.267], [0.775, 1.844, 4.962], [0.791, 3.811, 3.458], [1.931, 3.650, 1.251], [2.982, 1.530, 0.553], [-1.630, 0.739, 3.299], [-2.997, 0.557, 2.736], [-3.638, -0.758, 3.135], [-3.158, -1.993, 2.372], [-1.673, -2.344, 2.437], [-0.862, -1.607, 1.415], [-1.421, -0.013, 3.946], [-1.585, 1.601, 3.832], [-2.945, 0.623, 1.637], [-3.602, 1.408, 3.043], [-4.713, -0.663, 2.974], [-3.513, -0.907, 4.212], [-3.447, -1.906, 1.317], [-3.711, -2.851, 2.754], [-1.556, -3.412, 2.260], [-1.259, -2.143, 3.428], [-1.331, -1.734, 0.514], [0.015, -2.114, 1.290], [-1.146, 2.836, 0.747], [-0.491, 2.290, -0.157], [-0.395, 2.627, -1.573], [-0.756, 3.828, -2.182], [-0.576, 3.963, -3.545], [-0.065, 2.902, -4.294], [0.278, 1.697, -3.694], [0.136, 1.566, -2.319], [0.382, -0.001, -1.385], [-0.926, -1.050, -2.093], [-0.734, -1.981, -3.109], [-1.814, -2.710, -3.593], [-3.086, -2.510, -3.078], [-3.289, -1.570, -2.077], [-2.212, -0.847, -1.586], [1.988, -0.691, -1.866], [3.011, 0.134, -2.329], [4.285, -0.381, -2.539], [4.550, -1.718, -2.284], [3.539, -2.544, -1.807], [2.269, -2.033, -1.588], [-1.165, 4.632, -1.583], [-0.845, 4.885, -4.044], [0.051, 3.019, -5.363], [0.652, 0.880, -4.299], [0.249, -2.134, -3.536], [-1.659, -3.430, -4.385], [-3.921, -3.077, -3.467], [-4.282, -1.388, -1.688], [-2.395, -0.084, -0.830], [2.825, 1.180, -2.539], [5.066, 0.269, -2.910], [5.540, -2.118, -2.454], [3.738, -3.589, -1.609], [1.493, -2.692, -1.216]],
  "lowdin_charge": [1.36, -0.01, -0.33, -0.06, -0.08, -0.06, -0.08, -0.09, 0.06, 0.09, 0.11, 0.13, 0.13, 0.13, 0.14, 0.13, -0.05, -0.23, -0.18, -0.18, -0.21, -0.06, 0.08, 0.10, 0.09, 0.13, 0.13, 0.13, 0.11, 0.13, 0.12, 0.11, 0.05, 0.09, -0.05, -0.43, -0.22, 0.01, -0.03, -0.02, -0.05, -0.29, 1.06, -0.37, -0.07, -0.04, -0.05, -0.06, -0.14, -0.39, -0.09, -0.05, -0.05, -0.06, -0.13, 0.13, 0.12, 0.12, 0.12, 0.11, 0.12, 0.12, 0.11, 0.09, 0.11, 0.12, 0.12, 0.12, 0.11]
}


Record 4
{
  "formula": "C11H16Cl3NOPb",
  "method": "ωB97M-V with the def2-TZVPD basis set",
  "charge": -2,
  "molar_mass_g_mol": 491.8,
  "largest_force_ev_per_a": 3.186,
  "energy_ha": -2132.20387,
  "relative_energy_kcal_mol": 0.0,
  "elements": ["C", "C", "C", "C", "C", "C", "C", "C", "C", "C", "Pb", "Cl", "Cl", "Cl", "H", "H", "H", "H", "H", "H", "H", "H", "H", "H", "H", "H", "H", "H", "H", "O", "H", "N", "C"],
  "positions_angstrom": [[-0.698, 0.918, -2.243], [-0.872, -0.469, -2.536], [0.412, -1.082, -2.548], [-2.130, -1.176, -2.805], [1.378, -0.084, -2.235], [0.688, 1.150, -2.071], [1.298, 2.466, -1.845], [-1.762, 1.930, -2.196], [0.670, -2.508, -2.798], [2.824, -0.300, -2.128], [-0.848, -0.484, 1.606], [-1.791, -3.124, 0.036], [-3.058, 0.178, 0.515], [0.943, -1.996, 0.642], [-2.992, -0.503, -2.702], [-2.246, -1.993, -2.066], [-2.124, -1.627, -3.808], [-0.083, -3.141, -2.301], [1.677, -2.784, -2.463], [0.622, -2.687, -3.882], [3.053, -1.180, -1.514], [3.303, 0.587, -1.706], [3.236, -0.464, -3.129], [2.297, 2.359, -1.410], [0.672, 3.056, -1.169], [1.399, 3.021, -2.794], [-2.655, 1.518, -1.721], [-2.013, 2.287, -3.206], [-1.430, 2.784, -1.604], [0.270, 1.307, 1.044], [0.234, 2.014, 1.711], [0.065, 0.083, 5.056], [-0.338, -0.055, 3.972]],
  "lowdin_charge": [-0.23, -0.20, -0.23, -0.09, -0.25, -0.20, -0.05, -0.09, -0.07, -0.08, 0.62, -0.47, -0.19, -0.17, 0.06, -0.02, 0.08, 0.05, 0.06, 0.08, 0.06, 0.06, 0.07, 0.07, 0.07, 0.08, 0.00, 0.07, 0.06, -0.51, -0.05, -0.12, -0.45]
}


Record 5
{
  "formula": "C6H9NO",
  "method": "ωB97M-V with the def2-TZVPD basis set",
  "smiles": "CO[C@]12CCN=C1C2",
  "molar_mass_g_mol": 111.1,
  "largest_force_ev_per_a": 3.395,
  "energy_ha": -363.83778,
  "relative_energy_kcal_mol": 117.0,
  "elements": ["C", "O", "C", "C", "C", "N", "C", "C", "H", "H", "H", "H", "H", "H", "H", "H", "H"],
  "positions_angstrom": [[-1.782, -0.169, -1.806], [-1.310, -0.534, -0.556], [-0.211, 0.163, 0.105], [1.193, -0.580, -0.114], [1.489, -0.949, 1.436], [0.862, 0.143, 2.293], [-0.075, 0.512, 1.557], [-0.262, 1.624, 0.669], [-1.172, -0.410, -2.688], [-2.146, 0.806, -2.052], [-2.607, -0.936, -1.969], [1.955, 0.116, -0.496], [0.927, -1.396, -0.771], [1.174, -1.962, 1.630], [2.667, -0.900, 1.496], [-1.235, 2.142, 0.638], [0.534, 2.329, 0.629]],
  "lowdin_charge": [-0.14, -0.12, -0.29, -0.05, -0.16, 0.12, -0.28, 0.02, 0.08, 0.07, 0.11, 0.10, 0.10, 0.09, 0.13, 0.12, 0.10]
}


Record 6
{
  "formula": "C5H12N2O2",
  "method": "ωB97M-V with the def2-TZVPD basis set",
  "smiles": "CN(C)C(N)=O.C=CO",
  "molar_mass_g_mol": 132.2,
  "largest_force_ev_per_a": 2.509,
  "energy_ha": -457.68634,
  "relative_energy_kcal_mol": 39.3,
  "elements": ["C", "N", "C", "C", "N", "O", "H", "H", "H", "H", "H", "H", "H", "H", "C", "C", "O", "H", "H", "H", "H"],
  "positions_angstrom": [[1.500, -1.121, -0.668], [1.036, 0.143, -0.127], [0.783, 1.200, -1.096], [0.945, 0.298, 1.254], [0.868, 1.584, 1.690], [1.149, -0.606, 2.057], [1.730, -1.845, 0.117], [2.401, -0.951, -1.265], [0.717, -1.528, -1.316], [1.734, 1.515, -1.535], [0.132, 0.807, -1.882], [0.287, 2.065, -0.651], [1.549, 2.242, 1.343], [0.735, 1.679, 2.688], [-2.480, 0.076, 0.454], [-2.021, -1.072, -0.063], [-2.214, -1.400, -1.373], [-2.426, 0.270, 1.519], [-3.017, 0.780, -0.171], [-1.551, -1.841, 0.538], [-1.857, -2.295, -1.513]],
  "lowdin_charge": [-0.05, -0.16, -0.06, -0.61, 0.14, 0.02, 0.09, 0.09, 0.07, 0.09, 0.09, 0.08, 0.10, 0.10, 0.01, -0.29, -0.02, 0.05, 0.06, 0.11, 0.10]
}